{
  "formula": "C15H19N7O",
  "method": "ωB97M-V with the def2-TZVPD basis set",
  "elements": ["O", "N", "N", "N", "N", "C", "C", "C", "C", "C", "C", "C", "C", "C", "N", "N", "N", "C", "C", "C", "C", "C", "C", "H", "H", "H", "H", "H", "H", "H", "H", "H", "H", "H", "H", "H", "H", "H", "H", "H", "H", "H"],
  "positions_angstrom": [[-1.8199, -2.5689, 1.7139], [-3.3427, 2.2509, -4.4579], [-2.4405, 2.8527, -3.7153], [-3.7826, 1.0731, -3.9091], [-2.3483, -0.5259, -1.0267], [-1.4517, -2.0236, 0.6930], [-3.0858, 0.9710, -2.8246], [-2.4497, -1.6512, -0.3469], [2.2828, 3.5740, 2.4317], [1.1732, 2.7317, 2.4246], [3.4674, 3.1700, 1.7972], [1.2483, 1.4957, 1.7594], [3.5068, 1.8761, 1.1681], [2.4033, 1.0193, 1.1763], [-2.2742, 2.0389, -2.6184], [-3.2450, -0.1587, -1.9838], [-0.0729, -1.7782, 0.5196], [-3.5068, -2.6373, -0.7603], [0.7907, -2.0184, 1.6587], [0.5334, -1.5705, -0.8107], [2.2463, -1.5597, 1.4095], [1.3791, -0.3102, -0.7468], [2.3924, -0.3232, 0.4601], [2.3119, 4.5577, 2.9073], [0.2202, 2.9694, 2.8684], [4.3603, 3.8237, 1.7437], [0.3586, 0.8760, 1.6942], [4.4110, 1.5120, 0.6823], [-1.5607, 2.0554, -1.9105], [-3.9046, -0.8666, -2.3579], [-3.4658, -2.8965, -1.8310], [-4.5261, -2.2244, -0.5224], [-3.4132, -3.5426, -0.1428], [0.3823, -1.4834, 2.5514], [0.7832, -3.1224, 1.8905], [1.1632, -2.4362, -1.0468], [-0.2007, -1.4889, -1.6125], [2.7348, -2.4241, 0.9478], [2.6784, -1.3387, 2.4010], [1.9011, -0.1372, -1.6968], [0.7539, 0.5687, -0.6209], [3.4086, -0.3295, 0.0435]],
  "atomic_forces_ev_per_a": [[-0.6, 0.0, 0.2], [1.0, 1.0, 1.0], [-1.2, -1.5, -0.5], [0.7, 1.2, -0.5], [0.8, -0.2, 1.3], [2.4, 0.1, 0.5], [0.5, -1.5, 2.1], [-0.7, 1.8, -3.4], [0.9, 0.2, -0.1], [0.3, -0.8, -0.7], [-0.2, -1.5, -0.8], [-0.7, 0.5, 0.8], [0.1, 0.9, 0.7], [0.0, 0.5, -0.2], [-1.3, -1.5, -0.9], [-0.4, -0.8, -0.2], [-2.3, 0.3, -1.3], [-0.9, -0.2, 1.3], [0.0, -0.4, 0.9], [0.5, 0.2, 0.6], [-0.7, 0.2, -0.5], [0.6, 0.1, 0.3], [0.7, 0.3, -0.2], [-0.4, -0.4, 0.0], [0.0, 0.4, 0.2], [-0.8, -0.5, 0.1], [-0.1, 0.1, 0.2], [0.0, 0.3, 0.1], [0.2, 0.6, -0.1], [0.6, 0.8, 0.3], [0.1, 0.1, 0.3], [0.8, -0.3, -0.4], [0.0, 0.2, -0.4], [0.1, -0.5, -0.7], [0.0, 1.0, 0.0], [0.0, 0.0, 0.0], [-0.1, -0.1, 0.4], [0.4, 0.3, 0.2], [0.1, -0.2, -0.6], [0.1, -0.2, 0.2], [-0.4, -0.1, 0.0], [-0.2, -0.6, -0.1]],
  "de_lowest_kj_mol": 336.1,
  "smiles": "C/C(=N\\Nc1nnn[nH]1)C(=O)N1CCC(c2ccccc2)CC1",
  "lumo_ev": 0.22,
  "homo_lumo_gap_ev": 9.4,
  "e_tot_ev": -28339.118,
  "total_charge": 0
}